Here is a 16-piece molecular cluster, C8H28B2O30 overall from the Open Molecules 2025 dataset. Energies are from wB97M-V/def2-TZVPD.

Properties
- ΔE to the lowest compared entry with this formula, charge and spin (eV) = 0.602
- frontier orbital gap (eV) = 8.27
- multiplicity = 1
- net charge = -2
- HOMO level (eV) = -5.22

Each line ends with the Löwdin charge.
Atoms and positions in Å:
O 1.47236 2.27548 2.48699  0.13
C 1.02760 1.72415 1.51391  -0.34
O 0.62087 0.48814 1.42705  0.25
B 0.30672 0.15285 0.01340  -0.86
O 0.54480 1.38376 -0.72104  0.26
C 0.96658 2.33250 0.08763  -0.33
O 1.36248 3.42231 -0.21191  0.15
O -1.07704 -0.33054 -0.05696  0.25
C -1.10950 -1.55452 -0.51942  -0.36
O -2.07600 -2.26572 -0.59841  0.13
C 0.34422 -1.96049 -0.84911  -0.35
O 1.13561 -0.98285 -0.45654  0.23
O 0.66393 -3.03743 -1.26846  0.14
O -2.35600 2.89007 -0.88045  0.16
C -1.91879 2.44153 -1.89969  -0.40
O -2.04051 1.20137 -2.34257  0.22
B -1.33745 1.04905 -3.61990  -0.88
O -0.93443 2.42069 -3.99631  0.23
C -1.15193 3.24209 -2.97846  -0.39
O -0.83908 4.39417 -2.91168  0.15
O -2.24339 0.44952 -4.64916  0.23
C -1.68840 -0.62348 -5.16329  -0.41
O -2.13733 -1.32440 -6.02607  0.13
C -0.32002 -0.83914 -4.46643  -0.38
O -0.21068 0.12108 -3.54885  0.23
O 0.48944 -1.67908 -4.71208  0.16
O -2.16132 -2.66148 2.96287  -0.04
H -1.50121 -3.34430 3.11137  0.05
H -2.05946 -2.40687 2.03758  0.03
O 1.98151 -3.67000 1.83867  -0.06
H 1.33249 -3.97156 1.18290  -0.02
H 2.78197 -4.16072 1.63647  0.03
O -2.79138 -4.76134 0.68467  -0.05
H -2.70211 -5.71794 0.68732  0.03
H -1.88713 -4.43439 0.61924  -0.01
O 3.20458 4.93254 -2.07698  -0.07
H 2.40374 4.56676 -1.67817  0.00
H 3.85433 4.23507 -1.95378  0.03
O 0.46351 5.77962 1.42811  -0.05
H 0.71764 4.92503 1.04898  0.02
H 1.05301 6.40662 1.00172  0.04
O -4.22682 -0.03619 0.15072  -0.06
H -3.57838 -0.56488 -0.32930  0.00
H -3.70864 0.69365 0.50708  0.03
O -1.32609 0.02445 3.92384  -0.06
H -0.44101 -0.33405 3.81164  0.02
H -1.90515 -0.71012 3.67122  0.00
O 0.14266 -5.28912 0.33661  -0.05
H 0.53295 -6.04051 0.79462  0.06
H 0.17384 -5.49943 -0.60476  0.07
O 3.00730 -4.29516 -2.43661  -0.07
H 3.33638 -4.85123 -1.72596  0.01
H 2.37256 -3.69942 -2.00399  0.00
O -3.72281 -3.67800 -2.49174  -0.07
H -3.74125 -2.74450 -2.72099  0.02
H -3.15400 -3.71484 -1.71141  -0.01
O 1.11354 2.80067 5.20745  -0.07
H 0.62219 2.15621 5.72546  0.04
H 1.17022 2.40898 4.31810  0.00
O 3.64329 0.02839 -1.67287  -0.05
H 2.85386 -0.38772 -1.29750  0.01
H 4.33583 -0.15418 -1.03200  0.03
O -0.92644 4.55635 3.71692  -0.08
H -0.39250 4.98855 3.03243  -0.01
H -0.35285 3.86831 4.07865  -0.01
O 4.38121 3.04124 4.23643  -0.07
H 3.82768 3.62296 4.76703  0.03
H 3.77819 2.70140 3.56582  0.01